{"formula": "C45H84CrN9O3", "method": "ωB97M-V/def2-TZVPD", "s2": 3.78, "homo_lumo_gap_ev": [8.086, 7.910], "total_charge": 0, "relative_energy_kcal_mol": 7.9, "spin_multiplicity": 4, "elements": ["Cr", "C", "C", "C", "O", "H", "H", "H", "H", "H", "H", "H", "C", "C", "C", "O", "H", "H", "H", "H", "H", "H", "H", "C", "C", "C", "O", "H", "H", "H", "H", "H", "H", "H", "C", "C", "C", "C", "N", "H", "H", "H", "H", "H", "H", "H", "C", "C", "C", "C", "N", "H", "H", "H", "H", "H", "H", "H", "C", "C", "C", "C", "N", "H", "H", "H", "H", "H", "H", "H", "C", "C", "C", "C", "N", "H", "H", "H", "H", "H", "H", "H", "C", "C", "C", "C", "N", "H", "H", "H", "H", "H", "H", "H", "C", "C", "C", "C", "N", "H", "H", "H", "H", "H", "H", "H", "C", "C", "C", "C", "N", "H", "H", "H", "H", "H", "H", "H", "C", "C", "C", "C", "N", "H", "H", "H", "H", "H", "H", "H", "C", "C", "C", "C", "N", "H", "H", "H", "H", "H", "H", "H"], "positions_angstrom": [[2.5002, 14.9171, 3.1997], [3.1959, 14.3177, 7.5111], [2.7383, 13.5752, 6.2595], [1.7059, 12.5165, 6.6076], [2.2789, 14.3450, 5.2117], [2.3955, 14.8778, 7.9947], [4.0717, 14.9382, 7.3210], [3.4160, 13.5795, 8.2822], [3.5873, 12.9915, 5.9037], [1.3796, 11.9207, 5.7552], [0.8258, 12.9574, 7.0757], [2.0690, 11.8418, 7.3828], [6.2891, 16.2407, 4.7290], [5.8834, 15.6482, 3.3270], [6.5457, 14.2641, 3.1509], [4.4925, 15.5024, 3.1717], [5.8628, 15.7489, 5.6033], [5.9431, 17.2721, 4.7968], [7.3649, 16.2408, 4.9047], [6.3228, 16.2527, 2.5336], [7.6168, 14.2674, 3.3525], [6.4401, 13.9115, 2.1249], [6.0615, 13.5657, 3.8335], [1.5461, 19.1696, 2.6093], [0.7600, 17.9017, 2.9211], [-0.4347, 17.7239, 2.0073], [1.5767, 16.7480, 3.1478], [2.2641, 19.3434, 3.4108], [0.9158, 20.0589, 2.6057], [2.0116, 19.2048, 1.6243], [0.3218, 18.1065, 3.8979], [-1.0710, 18.6050, 1.9246], [-1.0413, 16.9187, 2.4218], [-0.1152, 17.4942, 0.9908], [5.8221, 11.3056, 0.3644], [5.7095, 10.4719, 1.6272], [4.2730, 10.4341, 2.3019], [3.6989, 11.7728, 2.4865], [3.2945, 12.8611, 2.6802], [5.5017, 12.3348, 0.5263], [5.2530, 10.8323, -0.4357], [6.8797, 11.3354, 0.1023], [6.3172, 11.0258, 2.3428], [6.1203, 9.4823, 1.4272], [4.3841, 9.9618, 3.2779], [3.6131, 9.8717, 1.6414], [2.7311, 9.7541, -2.7285], [1.2052, 9.6683, -2.5820], [0.6550, 11.0411, -2.2482], [1.2339, 11.6644, -1.0743], [1.6262, 12.1576, -0.0855], [3.2159, 10.1063, -1.8180], [2.9819, 10.4281, -3.5476], [3.1516, 8.7637, -2.9025], [1.0259, 8.9588, -1.7742], [0.7782, 9.2150, -3.4765], [-0.4003, 10.9683, -1.9854], [0.7467, 11.6942, -3.1160], [6.8553, 15.0060, -0.6459], [7.3651, 14.7671, -2.0745], [7.5428, 13.2449, -2.3399], [8.7335, 12.5665, -1.7388], [9.6799, 12.0401, -1.2912], [7.1009, 16.0341, -0.3796], [7.4233, 14.4314, 0.0859], [5.8282, 14.6760, -0.4905], [8.3230, 15.2538, -2.2579], [6.6770, 15.1925, -2.8050], [7.5861, 13.0123, -3.4039], [6.6516, 12.7162, -2.0018], [-1.1842, 14.2818, -0.7132], [-1.8337, 13.1404, 0.0917], [-1.8273, 13.5827, 1.5964], [-0.4686, 13.7615, 2.1835], [0.5760, 13.9474, 2.6781], [-0.1366, 14.3911, -0.4327], [-1.6895, 15.2229, -0.4961], [-1.2222, 14.1158, -1.7898], [-1.4605, 12.1230, -0.0256], [-2.8827, 13.0188, -0.1784], [-2.3827, 12.8725, 2.2089], [-2.3501, 14.5258, 1.7559], [7.2205, 20.2163, 0.8419], [6.5723, 19.0813, 1.6578], [5.0802, 18.9398, 1.3917], [4.6045, 18.5425, 0.0609], [4.2039, 18.2160, -0.9924], [6.9624, 21.2179, 1.1860], [6.8365, 20.1460, -0.1758], [8.3082, 20.2638, 0.7914], [6.7135, 19.3143, 2.7131], [7.1007, 18.1421, 1.4942], [4.7217, 19.9350, 1.6544], [4.7008, 18.1853, 2.0808], [-2.6928, 15.9930, 7.8730], [-1.2567, 15.6296, 7.4003], [-0.8836, 15.9188, 5.9210], [-1.9131, 15.5962, 4.9709], [-2.7436, 15.2730, 4.2049], [-2.8088, 15.7585, 8.9311], [-3.3918, 15.4238, 7.2602], [-2.8915, 17.0529, 7.7143], [-1.0393, 14.5875, 7.6348], [-0.5524, 16.1794, 8.0247], [0.0760, 15.4626, 5.6781], [-0.6967, 16.9853, 5.7957], [-1.1623, 10.7938, 4.6922], [-1.5040, 11.9059, 5.7175], [-2.9900, 12.2851, 5.7299], [-3.8062, 11.1406, 6.0938], [-4.4927, 10.2288, 6.4114], [-1.6430, 9.8319, 4.8706], [-0.0837, 10.6363, 4.6850], [-1.4477, 11.0157, 3.6640], [-0.9209, 12.7968, 5.4845], [-1.2101, 11.5495, 6.7048], [-3.2685, 12.6529, 4.7423], [-3.1316, 13.0295, 6.5134], [4.3722, 19.2119, 6.5506], [3.5311, 18.1427, 5.9022], [2.0903, 18.0422, 6.4148], [1.8960, 17.8413, 7.8704], [1.7707, 17.7061, 8.9903], [5.4096, 19.0173, 6.2784], [4.2854, 19.0517, 7.6253], [4.1128, 20.2296, 6.2590], [3.9314, 17.1558, 6.1341], [3.5357, 18.1718, 4.8126], [1.5327, 17.2156, 5.9747], [1.4761, 18.9028, 6.1497], [3.8744, 13.8921, -2.5768], [3.5307, 15.3377, -2.5021], [2.3115, 15.7280, -1.6235], [2.4466, 15.4190, -0.2046], [2.6178, 15.1676, 0.9037], [3.0359, 13.2498, -2.8461], [4.2609, 13.5857, -1.6048], [4.6777, 13.6772, -3.2816], [3.2428, 15.7460, -3.4708], [4.4320, 15.8769, -2.2107], [1.4190, 15.1794, -1.9244], [2.0953, 16.7801, -1.8087]], "atomic_forces_ev_per_a": [[1.6, 1.0, 1.3], [-0.4, -0.2, 0.1], [0.4, -0.9, -0.7], [-0.5, -0.1, 0.8], [-0.9, 1.9, -2.2], [-0.1, 0.5, -0.4], [-0.1, 0.1, 0.1], [0.5, -0.2, -0.1], [0.7, -0.1, 0.0], [0.2, 0.2, -0.1], [-0.2, 0.3, -0.2], [0.3, -0.2, -0.1], [-0.3, 0.3, -0.7], [-0.6, -1.6, 1.5], [0.0, 0.2, 0.1], [-1.2, 0.3, -0.2], [-0.3, -0.5, -0.3], [0.0, 0.1, -0.1], [0.2, 0.0, -0.3], [-0.2, 0.6, -0.1], [0.1, 0.2, 0.2], [-0.3, -0.1, 0.0], [0.0, -0.1, 0.0], [0.2, 0.2, 0.0], [0.5, -0.5, 1.1], [0.1, -0.6, -0.3], [0.4, -0.7, -0.5], [0.3, -0.1, -0.2], [-0.5, -0.1, 0.2], [0.3, -0.5, 0.0], [-0.3, 0.2, 0.4], [0.1, 0.2, 0.3], [-0.1, -0.2, -0.3], [0.0, -0.3, -0.1], [-0.1, -0.3, -0.1], [-0.6, 1.4, 0.8], [1.1, -0.1, -1.1], [-1.0, 3.6, 0.8], [1.1, -3.3, -0.4], [-0.2, 0.0, -0.1], [0.0, 0.3, -0.3], [0.0, 0.0, -0.2], [0.4, -0.5, 0.3], [-0.3, -0.1, 0.4], [-0.3, -0.1, -0.1], [-0.3, -0.1, 0.3], [-0.1, -0.3, -0.1], [1.4, -0.5, 0.6], [-1.0, -0.2, -0.3], [1.3, 1.3, 2.6], [-0.8, -1.2, -2.4], [-0.2, 0.2, 0.1], [0.2, -0.1, 0.0], [0.0, 0.1, -0.3], [-0.3, 0.1, 0.1], [-0.2, 0.4, 0.0], [-0.3, 0.0, -0.3], [0.0, 0.2, 0.1], [1.1, -0.1, -0.1], [0.3, -1.0, 0.4], [0.1, -0.3, -0.2], [1.4, -0.4, 0.9], [-2.3, 1.2, -1.0], [-0.8, 0.2, 0.1], [0.3, -0.3, -0.1], [-0.2, 0.6, -0.1], [0.0, 0.1, 0.2], [-0.1, -0.2, 0.0], [0.1, 0.2, -0.2], [0.0, -0.1, 0.2], [0.1, -0.8, -0.1], [-0.4, 1.0, 0.9], [0.4, -0.6, -0.2], [2.0, 0.3, 1.1], [-2.5, -0.1, -1.3], [0.0, 0.0, 0.1], [0.0, 0.0, 0.0], [-0.1, 0.0, -0.1], [0.7, 0.3, 0.0], [-0.2, 0.3, 0.0], [0.2, -0.1, 0.1], [0.1, 0.1, -0.2], [-0.4, 0.1, -0.4], [1.3, 0.3, -0.4], [0.2, 0.1, 0.6], [-0.5, -0.5, -2.4], [1.0, 0.8, 2.6], [-0.4, -0.1, 0.3], [0.2, 0.1, -0.2], [0.0, -0.6, 0.1], [-0.3, -0.2, 0.1], [0.0, 0.0, -0.1], [-0.8, -0.2, -0.2], [-0.4, 0.1, 0.2], [0.9, -0.3, -0.9], [-0.1, 0.2, 0.5], [0.2, 0.8, 1.1], [-2.2, -1.5, -2.3], [2.0, 0.9, 1.9], [-0.1, 0.0, -0.1], [-0.3, 0.0, 0.2], [0.0, 0.0, 0.1], [-0.2, -0.2, -0.2], [0.2, 0.1, -0.1], [0.0, -0.4, -0.3], [-0.1, 0.2, 0.1], [0.1, 0.2, 0.1], [0.0, -0.8, -0.8], [0.7, -0.3, 0.2], [-2.9, -3.3, 1.1], [2.4, 3.1, -1.1], [-0.1, 0.0, 0.5], [0.0, -0.1, 0.0], [0.0, 0.5, -0.1], [0.0, 0.0, 0.0], [0.0, 0.1, 0.1], [-0.3, 0.2, 0.2], [-0.2, 0.3, -0.3], [0.2, -0.5, 0.1], [-0.6, -1.0, 0.2], [-1.1, 0.1, 0.2], [0.9, 0.6, -2.2], [-0.3, -0.3, 1.8], [0.1, 0.2, 0.0], [0.1, 0.5, 0.1], [-0.1, 0.0, 0.1], [0.4, 0.0, 0.0], [-0.2, 0.1, 0.0], [0.5, -0.3, -0.4], [0.1, 0.4, 0.0], [0.2, -0.9, 0.3], [-0.5, 1.0, -0.3], [0.2, -0.4, -0.3], [0.7, 0.3, 0.7], [-0.5, 0.1, -0.1], [-0.1, 0.0, 0.1], [-0.2, -0.3, 0.1], [0.0, 0.2, -0.2], [0.2, -0.1, -0.3], [-0.3, 0.3, 0.3], [0.0, -0.2, -0.4], [0.1, 0.0, 0.5]]}

---

{"formula": "C21H28F3NO2", "method": "ωB97M-V/def2-TZVPD", "homo_lumo_gap_ev": 9.123, "total_charge": 0, "relative_energy_kcal_mol": 0.0, "smiles": "CCOC(=O)C1(Cc2ccccc2C(F)(F)F)CCN(C2CCCC2)CC1", "elements": ["C", "C", "H", "H", "O", "C", "O", "C", "C", "C", "N", "C", "C", "H", "H", "H", "H", "C", "C", "H", "H", "C", "H", "H", "C", "H", "H", "C", "H", "H", "H", "H", "H", "H", "H", "C", "C", "C", "C", "C", "C", "C", "C", "F", "F", "F", "H", "H", "H", "H", "H", "H", "H", "H", "H"], "positions_angstrom": [[3.7824, 1.7048, 0.2537], [2.5396, 2.5580, 0.0534], [2.2696, 3.0529, 0.9924], [2.7008, 3.3052, -0.7280], [1.4267, 1.7875, -0.3939], [0.6175, 1.2721, 0.5399], [0.7741, 1.4311, 1.7264], [-0.6538, 0.6905, -0.0895], [-1.1838, -0.3607, 0.8848], [-0.1460, -1.4964, 0.9661], [1.0672, -1.0717, 0.2975], [0.8472, -0.9966, -1.1310], [-0.3029, -0.0096, -1.4026], [-1.1874, -0.5287, -1.7761], [0.0084, 0.7155, -2.1491], [0.6138, -1.9853, -1.5614], [1.7664, -0.6354, -1.5965], [2.2981, -1.7290, 0.6923], [2.6539, -1.4460, 2.1690], [3.6744, -1.0657, 2.2292], [1.9910, -0.6939, 2.5923], [2.5837, -2.7946, 2.8843], [1.5617, -3.0189, 3.1947], [3.2215, -2.8271, 3.7665], [3.0233, -3.7803, 1.8055], [2.7627, -4.8112, 2.0431], [4.1045, -3.7206, 1.6705], [2.3107, -3.2731, 0.5541], [2.8026, -3.5951, -0.3630], [1.2880, -3.6502, 0.5391], [3.0740, -1.3049, 0.0468], [-0.5612, -2.4051, 0.4981], [0.0794, -1.7232, 2.0058], [-2.1401, -0.7518, 0.5401], [-1.3145, 0.0984, 1.8650], [-1.5928, 1.9091, -0.2770], [-2.9737, 1.5749, -0.7639], [-3.8822, 1.0168, 0.1342], [-5.1512, 0.6322, -0.2527], [-5.5581, 0.8121, -1.5634], [-4.7037, 1.4242, -2.4590], [-3.4262, 1.8143, -2.0661], [-2.6004, 2.5803, -3.0656], [-2.2249, 3.7890, -2.5998], [-3.2645, 2.8279, -4.2056], [-1.4675, 1.9614, -3.4425], [-5.0313, 1.6116, -3.4697], [-6.5423, 0.5061, -1.8815], [-5.8249, 0.1975, 0.4703], [-3.5860, 0.9024, 1.1649], [-1.0915, 2.6013, -0.9523], [-1.6844, 2.3988, 0.6968], [3.6035, 0.9810, 1.0431], [4.6183, 2.3396, 0.5347], [4.0304, 1.1784, -0.6648]], "atomic_forces_ev_per_a": [[-0.4, 0.1, -0.1], [0.4, 0.3, 0.3], [0.0, 0.0, -0.2], [0.0, -0.1, 0.1], [0.1, 0.0, -0.4], [-0.5, 0.1, 0.3], [0.0, 0.2, 0.1], [0.0, 0.1, 0.1], [0.2, 0.1, 0.0], [-0.1, 0.0, 0.0], [0.1, -0.2, -0.2], [0.0, -0.2, -0.2], [0.1, 0.0, 0.0], [0.0, 0.0, 0.0], [-0.1, 0.0, 0.0], [0.1, 0.0, 0.0], [0.0, 0.0, 0.0], [0.1, -0.1, 0.0], [-0.1, -0.1, 0.1], [0.0, 0.1, 0.0], [0.0, 0.1, 0.0], [0.2, 0.0, 0.0], [-0.1, 0.0, 0.0], [-0.1, 0.0, 0.1], [-0.1, -0.1, 0.0], [0.1, -0.1, 0.0], [0.1, 0.0, 0.0], [0.2, 0.1, -0.1], [-0.1, -0.1, -0.1], [-0.1, 0.0, 0.0], [-0.1, 0.0, 0.0], [0.1, 0.0, 0.1], [0.0, -0.1, 0.0], [0.0, 0.0, 0.0], [-0.1, 0.0, 0.0], [0.2, -0.1, 0.1], [-0.2, 0.1, -0.1], [0.0, 0.1, -0.1], [0.0, 0.0, 0.0], [0.0, 0.0, 0.0], [0.1, 0.0, 0.0], [-0.1, 0.0, -0.1], [0.2, 0.3, -0.3], [0.0, 0.1, 0.2], [-0.3, -0.1, -0.1], [0.1, -0.2, 0.1], [0.0, 0.0, 0.0], [-0.1, 0.0, 0.0], [-0.1, 0.0, 0.1], [0.1, 0.0, 0.1], [0.0, 0.0, 0.1], [0.0, 0.0, 0.0], [0.0, -0.1, 0.1], [0.1, 0.0, 0.0], [0.1, -0.1, -0.1]]}

---

{"formula": "C19H23N3O5", "method": "ωB97M-V/def2-TZVPD", "homo_lumo_gap_ev": 8.805, "total_charge": 0, "relative_energy_kcal_mol": 96.6, "smiles": "CCOC(=O)C[C@H]1COCCN1Cc1cn[nH]c1-c1ccc2c(c1)OCO2", "elements": ["C", "C", "H", "H", "O", "C", "O", "C", "H", "H", "C", "N", "C", "C", "O", "C", "H", "H", "H", "H", "H", "H", "C", "C", "C", "N", "N", "C", "H", "H", "C", "C", "C", "C", "C", "C", "H", "O", "C", "O", "H", "H", "H", "H", "H", "H", "H", "H", "H", "H"], "positions_angstrom": [[-6.9208, 1.7215, 1.8568], [-6.1802, 2.6100, 0.8679], [-6.8533, 2.9872, 0.0953], [-5.7056, 3.4461, 1.3919], [-5.1759, 1.8794, 0.1598], [-3.9932, 1.7247, 0.7624], [-3.7224, 2.1824, 1.8420], [-3.0599, 0.9161, -0.1068], [-3.5138, -0.0639, -0.2667], [-2.9704, 1.4105, -1.0753], [-1.6749, 0.7657, 0.5341], [-0.6826, 0.5203, -0.5030], [-0.7912, -0.8315, -1.0280], [-0.8593, -1.8970, 0.0745], [-1.9006, -1.6165, 0.9858], [-1.7038, -0.3545, 1.5870], [-2.5333, -0.2034, 2.2780], [-0.7610, -0.3554, 2.1563], [-1.0785, -2.8785, -0.3498], [0.0957, -1.9515, 0.6214], [0.0577, -1.0190, -1.6881], [-1.7058, -0.8855, -1.6253], [0.6758, 0.9153, -0.1646], [1.4783, 1.0889, -1.4136], [2.7229, 0.5748, -1.7522], [3.0232, 1.1101, -2.9650], [2.0633, 1.9003, -3.4302], [1.1288, 1.9077, -2.5028], [0.2343, 2.4825, -2.6269], [3.8460, 0.9305, -3.5181], [3.6467, -0.3164, -1.0621], [5.0081, -0.0253, -1.0505], [5.9315, -0.8448, -0.4090], [5.4443, -1.9647, 0.2196], [4.0812, -2.2695, 0.2077], [3.1656, -1.4701, -0.4258], [2.1231, -1.7354, -0.4560], [3.8713, -3.4357, 0.8923], [5.1419, -3.8547, 1.3429], [6.1195, -2.9315, 0.9133], [5.1438, -3.9085, 2.4434], [5.3690, -4.8508, 0.9309], [6.9829, -0.6128, -0.4000], [5.3595, 0.8736, -1.5340], [0.6130, 1.8840, 0.3428], [1.1890, 0.2169, 0.5148], [-1.4273, 1.7069, 1.0347], [-6.2340, 1.3639, 2.6199], [-7.3553, 0.8672, 1.3432], [-7.7132, 2.2901, 2.3350]], "atomic_forces_ev_per_a": [[0.3, 0.1, -0.3], [-0.2, 0.2, 0.4], [0.1, 0.0, 0.1], [-0.1, -0.1, -0.2], [-0.1, -0.1, -0.3], [0.2, -0.2, -0.2], [0.0, 0.1, 0.2], [0.2, 0.1, 0.3], [-0.1, 0.0, -0.1], [0.0, 0.0, 0.0], [-0.3, -0.1, 0.2], [-0.1, 0.1, 0.0], [-0.1, -0.3, 0.2], [0.1, 0.1, -0.3], [-0.1, -0.1, 0.0], [0.1, 0.4, 0.1], [0.1, 0.0, 0.0], [-0.1, 0.0, 0.0], [0.1, 0.0, 0.0], [0.0, 0.0, 0.0], [0.0, 0.0, -0.1], [0.1, -0.1, 0.0], [0.1, 0.0, 0.0], [0.5, -0.2, 0.0], [-0.5, 0.3, -0.1], [0.1, -0.3, 0.3], [-0.1, 0.5, -0.7], [0.3, -0.3, 0.1], [-0.2, 0.2, -0.1], [-0.1, 0.0, 0.0], [0.4, -0.1, 0.1], [-0.3, 0.0, 0.0], [0.1, -0.4, 0.2], [-0.5, 0.0, -0.1], [0.5, 0.2, 0.0], [0.2, -0.2, 0.1], [-0.2, 0.0, 0.0], [-0.3, 0.3, -0.3], [0.2, -1.1, 0.7], [0.2, 0.4, -0.2], [0.0, 0.1, -0.3], [-0.1, 0.3, 0.0], [0.1, 0.0, 0.0], [0.0, 0.1, 0.0], [0.0, -0.1, 0.1], [0.0, 0.1, 0.0], [0.0, -0.1, 0.0], [0.0, 0.0, 0.1], [-0.1, -0.1, 0.0], [-0.1, 0.0, 0.1]]}

---

{"formula": "C6H5ClN2", "method": "ωB97M-V/def2-TZVPD", "homo_lumo_gap_ev": [7.509, 8.490], "total_charge": 0, "relative_energy_kcal_mol": 104.6, "elements": ["C", "C", "C", "C", "C", "C", "N", "N", "Cl", "H", "H", "H", "H", "H"], "positions_angstrom": [[-1.2646, -0.6974, -1.5266], [1.1198, 1.5179, 0.1070], [1.1842, 0.8775, -1.0073], [0.1737, 1.2023, 1.2178], [-0.6666, -1.0877, 0.8697], [-0.4045, -1.2444, -0.5928], [-2.0013, -0.2178, -2.2753], [-0.5094, 0.1959, 1.4957], [0.7358, -2.4374, -1.1198], [1.7437, 2.3787, 0.3397], [1.5208, 0.6433, -1.9791], [0.0961, 2.0076, 1.9414], [-1.7040, -1.3684, 1.0942], [-0.0236, -1.7702, 1.4354]], "atomic_forces_ev_per_a": [[-0.5, 0.2, -0.6], [0.0, 0.2, 0.3], [-1.0, -1.2, 0.4], [0.2, 0.2, -0.1], [0.1, -0.2, 0.1], [1.6, 0.5, 0.3], [-0.1, 0.1, -0.1], [-0.5, 0.0, 0.7], [-0.3, 0.1, 0.0], [0.1, 0.1, -0.2], [0.4, 0.1, -0.6], [0.1, 0.2, 0.1], [0.1, -0.1, -0.2], [-0.1, -0.1, -0.2]]}